1.
This record from the OMol25 dataset describes 2 unconnected molecules or ions with the total composition C6H15NO. The level of theory is wB97M-V/def2-TZVPD.

The multiplicity is 2. The calculation puts the frontier orbital gap (spin up / spin down) at 11.02 / 4.74 eV. As for the net charge: +1. As for the energy above the lowest of the compared OMol25 structures with the same formula, charge and spin: 62.8 kcal per mole. As for the LUMO energy (spin up / spin down): -3.581 / -8.627 eV.

Positions of all 23 atoms, in Å:
C 0.3681 1.7005 1.5137
C 0.9225 0.3522 1.0426
C -0.1624 -0.7968 1.3307
C -0.6151 -1.5699 0.0960
C -1.0532 -0.8612 -0.9784
C -1.4301 -1.5961 -2.1939
N 2.1687 0.1521 1.7312
H -0.1638 2.2910 0.7572
H -0.3827 1.5920 2.3071
H 1.1523 2.3698 1.8308
H 1.2366 0.3786 -0.0100
H -1.0311 -0.3013 1.7757
H 0.3115 -1.6363 1.8526
H -0.5976 -2.6426 0.0811
H -1.4126 0.1632 -0.9532
H -1.1559 -2.6559 -2.0845
H -2.4399 -1.6332 -2.5932
H -0.8971 -1.2378 -3.0939
H 2.2594 0.6395 2.6196
H 2.5073 -0.7981 1.8647
H -0.2781 2.6223 -1.6573
H -0.1574 1.1575 -1.7513
O -0.3365 1.9227 -2.3075

Atomic partial charges in e from the Mulliken method, atoms 1 to 6: atom 1 (C): -1.5133, atom 2 (C): 0.6543, atom 3 (C): -0.6998, atom 4 (C): -0.4998, atom 5 (C): 0.0292, atom 6 (C): -1.2960

2.
This record from the OMol25 dataset describes C14H16N2O2S in the gas phase. The level of theory is wB97M-V/def2-TZVPD.

The multiplicity is 1. The calculation puts the frontier orbital gap at 7.71 eV. As for the energy above the lowest of the compared OMol25 structures with the same formula, charge and spin: 97.1 kcal per mole. As for the LUMO energy: -0.149 eV. Its SMILES is CC1=CC(C)(C)N=C(S)N1c1ccc(C(=O)O)cc1.

Positions of all 35 atoms, in Å:
O 0.6420 -4.8653 -2.8112
N -1.1074 2.5798 0.4574
O -1.0784 -5.5300 -1.5359
S -2.5139 1.2977 -1.4341
C -0.3257 -4.6148 -2.1115
C -1.1841 1.4935 -0.3459
C 0.9561 0.7616 0.4458
C 1.0234 1.8283 1.2891
C -0.0331 -2.1952 -2.7014
C -0.8152 -3.0737 -0.5386
C -0.2015 -0.8523 -2.2315
C -0.8467 -1.7595 -0.0641
C -0.3221 -3.3238 -1.7656
C -0.4789 -0.6734 -0.8782
N -0.1877 0.5270 -0.2737
C 2.0616 -0.2589 0.5793
C -0.5165 2.8984 2.9481
C 0.5905 4.2055 1.1800
C -0.0646 2.8653 1.4725
H -0.9116 -6.4266 -1.8898
H -2.5286 -0.1109 -1.1709
H 1.9200 1.9860 1.9507
H 0.4656 -2.2496 -3.6272
H -0.8998 -3.9527 0.1869
H 0.0138 -0.0520 -2.9249
H -1.1099 -1.4629 0.9738
H 1.7896 -1.0280 1.3242
H 2.4305 -0.6294 -0.4203
H 2.9311 0.1943 1.0473
H -1.0755 2.0013 3.0599
H 0.3004 2.8911 3.6774
H -1.2021 3.7635 2.9837
H 0.7385 4.3689 0.0920
H -0.0903 5.0196 1.4363
H 1.6306 4.3774 1.6203

Atomic partial charges in e from the Mulliken method, atoms 1 to 6: atom 1 (O): -0.5768, atom 2 (N): -0.7046, atom 3 (O): -0.4578, atom 4 (S): -0.2552, atom 5 (C): 0.2084, atom 6 (C): 0.4881

3.
This record from the OMol25 dataset describes 3 unconnected molecules or ions with the total composition C25H47BNO8S2. The level of theory is wB97M-V/def2-TZVPD.

The multiplicity is 1. The calculation puts the frontier orbital gap at 6.25 eV. As for the net charge: -1. As for the LUMO energy: 1.782 eV.

Positions of all 84 atoms, in Å:
C 4.9793 -3.4017 1.3135
C 6.4641 -3.8040 0.7108
C 6.3113 -3.8676 -0.9256
C 7.5594 -3.1909 -1.7516
C 7.8272 -1.6076 -1.4201
C 6.7598 -0.5748 -2.1486
C 5.7851 0.0973 -0.9824
C 4.3491 0.6455 -1.5536
C 3.1289 -0.1183 -0.7413
C 1.7368 0.7420 -0.9040
C 0.4661 -0.2837 -0.7005
C -0.3836 0.0505 0.6979
C -1.8094 0.7719 0.2044
C -2.8524 -0.3789 -0.3796
C -4.4041 -0.1052 0.0738
C -5.4996 -0.9560 -0.8606
B -6.8988 -0.9810 0.0208
C -8.1747 -1.6873 -0.7396
C -8.5715 -1.4768 -2.3399
C -9.8498 -2.1236 -3.1084
N -10.8092 -2.9895 -2.3661
C -10.4870 -3.2393 -0.9325
C -9.2775 -2.6968 0.0126
H 4.2451 -4.3260 1.2592
H 4.4781 -2.5270 0.7040
H 5.1127 -3.0858 2.4549
H 7.3061 -3.0638 1.0744
H 6.7513 -4.8677 1.1699
H 5.2663 -3.3944 -1.2419
H 6.2681 -5.0225 -1.2202
H 8.5423 -3.8043 -1.4714
H 7.3747 -3.3805 -2.8919
H 7.7540 -1.3919 -0.2615
H 8.9242 -1.2760 -1.7437
H 6.1479 -1.0855 -3.0229
H 7.4215 0.2697 -2.6706
H 5.5324 -0.7701 -0.2120
H 6.3842 0.9075 -0.3422
H 4.2707 1.7949 -1.2641
H 4.2294 0.5691 -2.7271
H 3.0254 -1.1997 -1.1838
H 3.4540 -0.1902 0.3854
H 1.7043 1.5607 -0.0497
H 1.7649 1.2804 -1.9439
H -0.2632 -0.3034 -1.6365
H 0.9310 -1.3735 -0.5894
H 0.2490 0.7709 1.4067
H -0.6034 -0.9923 1.2213
H -1.5140 1.5056 -0.6686
H -2.2323 1.3576 1.1252
H -2.8267 -0.3255 -1.5579
H -2.5337 -1.4684 -0.0427
H -4.6178 1.0453 0.0356
H -4.5011 -0.4244 1.2184
H -5.1337 -2.0561 -1.0382
H -5.6034 -0.3252 -1.8646
H -7.1936 0.1652 0.1923
H -6.6930 -1.4336 1.0919
H -7.8513 -0.7847 -2.9851
H -10.0452 -1.8666 -4.2552
H -11.2705 -3.9411 -0.3632
H -9.1535 -2.9736 1.1626
C -2.0042 1.8077 5.9087
C -0.8730 2.2841 5.0014
O -1.0570 1.5810 3.7749
S -2.6516 1.3277 3.5435
O -3.1494 2.3608 2.6626
O -2.8601 -0.0810 3.3014
O -3.1425 1.6722 5.0595
H -1.7793 0.8253 6.3363
H -2.2124 2.5157 6.7154
H 0.1138 2.0752 5.4214
H -0.9599 3.3557 4.7927
C 0.6598 6.3658 -1.2339
C -0.0489 5.0948 -1.6944
O 0.8830 4.0417 -1.4589
S 1.7845 4.4145 -0.1517
O 1.2147 3.7436 0.9956
O 3.1790 4.3087 -0.5131
O 1.3889 5.9937 -0.0655
H 1.3757 6.7125 -1.9861
H -0.0437 7.1705 -1.0042
H -0.3289 5.1331 -2.7498
H -0.9399 4.8989 -1.0886

Atomic partial charges in e from the Mulliken method, atoms 1 to 6: atom 1 (C): -0.6908, atom 2 (C): -0.4219, atom 3 (C): -0.4671, atom 4 (C): -0.7385, atom 5 (C): -0.4468, atom 6 (C): -0.5932

4.
This record from the OMol25 dataset describes a molecular structure, C38H41BrN3OOsP. The level of theory is wB97M-V/def2-TZVPD.

The multiplicity is 1. The calculation puts the frontier orbital gap (spin up / spin down) at 5.37 / 5.38 eV. As for the net charge: +2. As for the LUMO energy (spin up / spin down): -7.639 / -7.636 eV.

Positions of all 86 atoms, in Å:
Os -0.1119 0.5236 -0.7088
Br 5.8655 5.0265 -1.3013
C 4.5846 3.6513 -1.2226
C 4.9982 2.3123 -1.1110
C 4.0674 1.3073 -1.0327
C 2.6938 1.5851 -1.0247
O 1.8565 0.5761 -0.8618
C 2.2783 2.9256 -1.1738
C 0.9206 3.3105 -1.2859
N -0.1196 2.5339 -1.1986
C -1.4372 3.0336 -1.4663
C -1.7414 4.2647 -1.9782
C -3.0801 4.6386 -2.2158
C -4.1057 3.7844 -1.9353
C -3.8260 2.4990 -1.4188
C -4.8362 1.5574 -1.1118
C -4.4878 0.3319 -0.6219
C -3.1326 0.0229 -0.4576
N -2.1630 0.8651 -0.7536
C -2.4893 2.1216 -1.2117
C 3.2584 3.9481 -1.2755
H 6.0545 2.0801 -1.0860
H 4.3723 0.2714 -0.9577
H 0.7628 4.3685 -1.4736
H -0.9646 4.9691 -2.2414
H -3.2854 5.6151 -2.6321
H -5.1322 4.0743 -2.1175
H -5.8740 1.8309 -1.2568
H -5.2331 -0.4059 -0.3609
H -2.8336 -0.9387 -0.0605
H 2.9468 4.9790 -1.3926
C 1.4083 0.5682 4.1022
C 1.4229 0.6886 2.5789
C 1.8860 2.0910 2.1640
P -0.1927 0.3405 1.7668
C -1.4892 1.1901 2.7955
C -2.4570 0.2395 3.5050
C -2.2482 2.2190 1.9445
C -0.3590 -1.4712 1.9059
C -0.4338 -2.1981 3.0814
C -0.4161 -3.5981 3.0833
C -0.4291 -4.3733 4.3641
C -0.3510 -4.2642 1.8503
C -0.2659 -3.5591 0.6741
C -0.2444 -2.1546 0.6988
N -0.1134 -1.4126 -0.4391
C 0.4537 -2.0131 -1.6020
C -0.3495 -2.2695 -2.7266
C -1.8322 -1.9854 -2.7190
C 0.2207 -2.8804 -3.8317
C 1.5644 -3.2280 -3.8729
C 2.1427 -3.8955 -5.0889
C 2.3320 -2.9827 -2.7429
C 1.7988 -2.4197 -1.5937
C 2.6588 -2.3161 -0.3567
H 2.4311 0.6605 4.4679
H 1.0195 -0.3861 4.4510
H 0.8293 1.3691 4.5617
H 2.1048 -0.0594 2.1641
H 1.2793 2.8568 2.6551
H 1.8179 2.2401 1.0906
H 2.9236 2.2440 2.4617
H -0.9172 1.7437 3.5410
H -2.7932 -0.5718 2.8585
H -3.3371 0.8023 3.8183
H -2.0119 -0.1896 4.4010
H -3.0071 1.7380 1.3340
H -1.5741 2.7731 1.2885
H -2.7442 2.9365 2.5985
H -0.5057 -1.6957 4.0351
H -0.6182 -3.7374 5.2263
H 0.5357 -4.8655 4.5066
H -1.1812 -5.1625 4.3337
H -0.3594 -5.3469 1.8306
H -0.2140 -4.0699 -0.2796
H -2.0366 -0.9155 -2.7873
H -2.2981 -2.3690 -1.8090
H -2.3104 -2.4664 -3.5693
H -0.4082 -3.1201 -4.6821
H 1.5817 -4.8006 -5.3257
H 3.1878 -4.1601 -4.9441
H 2.0691 -3.2440 -5.9610
H 3.3777 -3.2692 -2.7431
H 3.7132 -2.3139 -0.6277
H 2.4918 -3.1799 0.2928
H 2.4411 -1.4189 0.2178

Atomic partial charges in e from the Mulliken method, atoms 1 to 6: atom 1 (Os): 1.4960, atom 2 (Br): -0.1297, atom 3 (C): -0.4704, atom 4 (C): -0.4892, atom 5 (C): -0.8157, atom 6 (C): 0.0745

5.
This record from the OMol25 dataset describes C5H8N2O2 in the gas phase. The level of theory is wB97M-V/def2-TZVPD.

The multiplicity is 1. The calculation puts the frontier orbital gap (spin up / spin down) at 7.73 / 7.74 eV. As for the energy above the lowest of the compared OMol25 structures with the same formula, charge and spin: 62.6 kcal per mole. As for the LUMO energy (spin up / spin down): 0.710 / 0.710 eV.

Positions of all 17 atoms, in Å:
C 0.8589 0.2799 1.5535
C -1.6624 -1.0175 -1.0020
N -0.4629 0.7168 1.9802
N -1.2991 0.1492 1.1569
C 1.0915 0.7596 -0.8929
C -0.8361 -0.4962 0.1082
C 0.6482 -0.3226 0.1335
O 2.4266 0.8322 -0.9478
O 0.3822 1.3756 -1.6376
H 2.7110 1.4058 -1.6847
H -2.2925 0.2824 1.3445
H 1.5231 1.1513 1.5629
H 1.2844 -0.4394 2.2641
H 1.2277 -1.2303 -0.0414
H -2.7170 -0.9836 -0.7575
H -1.5026 -0.4170 -1.8972
H -1.3810 -2.0461 -1.2428

Atomic partial charges in e from the Mulliken method, atoms 1 to 6: atom 1 (C): -0.6303, atom 2 (C): -1.2522, atom 3 (N): -1.0701, atom 4 (N): 0.4560, atom 5 (C): 0.2114, atom 6 (C): 0.1138

6.
This record from the OMol25 dataset describes C9H7NO2 in the gas phase. The level of theory is wB97M-V/def2-TZVPD.

The multiplicity is 1. The calculation puts the frontier orbital gap at 9.18 eV. As for the energy above the lowest of the compared OMol25 structures with the same formula, charge and spin: 15.5 kcal per mole. As for the LUMO energy: -0.671 eV. Its SMILES is CN1C(=O)c2ccccc2C1=O.

Positions of all 19 atoms, in Å:
C -3.1926 -0.0717 -0.0472
C -0.9299 1.2778 0.0499
C 0.4548 0.7970 0.0175
C 1.6512 1.4226 0.0323
C 2.8202 0.6890 0.0197
C 2.7060 -0.7189 -0.0790
C 1.5302 -1.4111 0.0810
C 0.4174 -0.6179 0.0443
C -0.9437 -1.0475 0.0329
H -3.8887 0.4363 -0.7028
H -3.3005 -1.1143 -0.2514
H -3.5012 0.1326 0.8964
H 1.8703 2.4860 0.0197
H 3.8177 1.1729 -0.0436
H 3.5938 -1.3348 -0.1257
H 1.4235 -2.5061 -0.0077
N -1.6984 0.1406 -0.1033
O -1.4121 2.4266 0.0721
O -1.4181 -2.1591 0.0947

Atomic partial charges in e from the Mulliken method, atoms 1 to 6: atom 1 (C): -0.9956, atom 2 (C): 0.1554, atom 3 (C): 0.2755, atom 4 (C): -0.2134, atom 5 (C): -0.4544, atom 6 (C): -0.4182